Entry from the Open Molecules 2025 dataset: CH2ClF2P in the gas phase at a distorted geometry (wB97M-V/def2-TZVPD).

Results
2S+1: 1
Kohn-Sham gap: 8.10 eV
LUMO level: -0.1 eV
Energy relative to the best compared isomer or geometry (same formula, charge and spin): 326.6 kJ/mol
HOMO level: -8.24 eV
Structure (SMILES): F[PH2]=C(F)Cl

XYZ file:
```
7
Properties=species:S:1:pos:R:3:forces:R:3
F 1.422687 -1.007693 0.345641 1.18 -0.18 0.49
P -0.677832 0.124576 0.060128 0.30 -2.41 -1.99
C 0.997758 0.148762 -0.256521 0.45 -0.50 0.14
F -0.890800 -1.487824 -0.076564 -0.16 1.64 0.18
H -1.342275 0.563639 -1.039907 -0.23 1.00 -0.66
Cl 2.138817 1.411870 0.000618 -0.20 0.27 -0.16
H -1.648352 0.246669 0.966602 -1.34 0.16 2.01
```
Positions in Å, forces in eV/Å.

Quick look at the Mulliken charges, all values in e: -0.206 0.481 0.077 -0.275 0.049 -0.137 0.012